No. 1
Density functional theory data (ωB97M-V with the def2-TZVPD basis set) for a single C18H24N2O3 molecule.

Atoms and positions in Å:
C -1.555 -2.989 -0.996
C -3.070 -2.903 -0.843
C -3.598 -1.467 -0.881
C -3.195 -0.674 0.361
H -2.118 -0.755 0.514
H -3.664 -1.129 1.234
C -3.556 0.817 0.337
C -5.064 1.093 0.317
C -5.781 0.620 1.576
H -5.761 -0.463 1.657
H -5.311 1.042 2.462
H -6.821 0.937 1.555
H -5.513 0.620 -0.558
H -5.210 2.172 0.216
H -3.140 1.254 1.251
C -2.910 1.553 -0.856
N -1.540 1.163 -1.088
C -0.526 1.541 -0.300
O -0.580 2.354 0.601
C 0.780 0.826 -0.669
O 0.997 0.405 -1.777
C 1.681 0.643 0.528
C 3.139 0.520 0.227
C 4.032 1.430 -0.292
C 5.348 1.027 -0.481
C 5.753 -0.259 -0.160
C 4.859 -1.186 0.361
C 3.554 -0.777 0.544
N 2.470 -1.491 1.041
C 1.328 -0.755 1.079
O 0.245 -1.144 1.439
H 2.507 -2.455 1.333
H 5.174 -2.188 0.608
H 6.780 -0.549 -0.317
H 6.065 1.725 -0.885
H 3.716 2.430 -0.546
H 1.422 1.419 1.256
H -1.352 0.433 -1.759
H -2.920 2.627 -0.651
H -3.475 1.364 -1.770
H -3.223 -0.984 -1.785
H -4.688 -1.499 -0.953
H -3.364 -3.369 0.099
H -3.539 -3.469 -1.653
H -1.233 -2.507 -1.918
H -1.241 -4.030 -1.031
H -1.049 -2.513 -0.160

## Properties
Multiplicity: 1
HOMO, eV: -8.71
LUMO energy, eV: 0.24
Kohn-Sham gap, eV: 8.9
ΔE to the lowest compared entry with this formula, charge and spin, kcal per mole: 10.39
E, hartree: -1035.585691

***

No. 2
Density functional theory data (ωB97M-V with the def2-TZVPD basis set) for 3 unconnected molecules or ions with the total composition C16H43O8P3S.

Atoms and positions in Å:
C 3.245 -1.873 0.252
O 2.975 -1.898 -1.157
C 1.575 -1.588 -1.305
C 0.976 -2.237 -2.593
C 0.679 -1.213 -3.732
C -0.831 -0.793 -3.823
C -1.051 0.739 -3.573
C -1.549 1.066 -2.136
C -3.010 0.553 -1.860
C -3.464 1.229 -0.532
C -4.604 0.499 0.251
P -4.429 -1.363 0.383
P -2.358 -1.290 1.191
O -2.082 -0.115 2.093
O -1.183 -1.496 0.005
O -2.208 -2.667 2.166
P -6.592 -1.605 -0.222
O -7.614 -0.670 0.730
O -7.016 -3.209 0.173
S -6.877 -1.356 -2.126
H 2.857 -2.788 0.740
H 2.702 -1.020 0.714
H 4.309 -1.720 0.465
H 1.066 -2.031 -0.426
H 1.469 -0.486 -1.321
H 0.000 -2.666 -2.286
H 1.607 -3.075 -2.928
H 0.906 -1.727 -4.688
H 1.339 -0.327 -3.713
H -1.215 -1.032 -4.831
H -1.442 -1.344 -3.079
H -0.061 1.223 -3.697
H -1.741 1.221 -4.287
H -0.847 0.770 -1.341
H -1.622 2.173 -2.077
H -3.612 0.867 -2.728
H -2.940 -0.547 -1.820
H -3.877 2.218 -0.818
H -2.578 1.455 0.086
H -5.570 0.746 -0.223
H -4.581 0.881 1.292
H -4.765 -2.160 1.540
H -4.043 -2.064 -0.808
H -1.512 -2.048 -0.712
H -1.925 -3.385 1.590
H -7.818 -1.136 1.546
H -6.205 -3.642 0.451
C 1.066 5.079 0.253
C 0.274 3.795 0.445
C 0.584 3.147 1.786
O 0.577 2.882 -0.609
H 2.141 4.877 0.269
H 0.839 5.528 -0.716
H 0.837 5.806 1.036
H -0.795 4.010 0.381
H 1.643 2.881 1.852
H 0.014 2.223 1.906
H 0.341 3.816 2.614
H 1.517 2.681 -0.566
C 6.333 -1.022 4.572
C 6.285 -0.934 3.054
C 7.034 0.288 2.547
O 4.926 -0.880 2.619
H 5.860 -0.147 5.025
H 5.785 -1.899 4.922
H 7.361 -1.087 4.932
H 6.720 -1.837 2.621
H 6.583 1.207 2.934
H 6.984 0.343 1.458
H 8.083 0.263 2.847
H 4.527 -0.088 2.993

## Properties
Multiplicity: 1
HOMO, eV: -8.54
LUMO energy, eV: -0.33
Kohn-Sham gap, eV: 8.2
ΔE to the lowest compared entry with this formula, charge and spin, kcal per mole: 0.00
E, hartree: -2659.616815

***

No. 3
Density functional theory data (ωB97M-V with the def2-TZVPD basis set) for 6 unconnected molecules or ions with the total composition C17H29BBr10ClN2O3.

Atoms and positions in Å:
C 4.619 -4.062 0.084
N 3.776 -2.866 -0.140
C 2.416 -3.031 0.052
C 1.445 -1.974 -0.090
C 1.931 -0.647 -0.458
C 1.056 0.618 -0.633
O 1.049 1.405 0.287
O 0.302 0.882 -1.730
C 3.385 -0.476 -0.670
Cl 3.974 1.137 -1.156
C 4.296 -1.617 -0.482
B 5.891 -1.354 -0.685
N 6.678 -0.363 0.062
O 6.573 -2.160 -1.614
H 5.496 -4.147 -0.597
H 4.948 -4.123 1.158
H 3.999 -4.987 -0.085
H 2.028 -4.035 0.358
H 0.351 -2.111 0.062
H -0.300 1.613 -1.436
H 6.657 0.503 -0.489
H 6.308 -0.207 1.001
H 5.900 -2.731 -2.035
Br -2.329 2.914 -1.789
C -3.415 2.236 -3.260
C -4.368 1.167 -2.792
Br -3.444 -0.526 -2.509
H -2.727 1.893 -4.030
H -3.963 3.103 -3.629
H -5.117 0.960 -3.559
H -4.868 1.416 -1.859
Br 2.013 3.639 -5.511
C 0.224 3.357 -4.795
C -0.814 4.094 -5.606
Br -0.803 5.999 -5.204
H 0.249 3.659 -3.751
H 0.062 2.280 -4.853
H -1.816 3.754 -5.344
H -0.670 3.995 -6.679
Br -7.606 0.183 -3.833
C -7.193 -1.438 -2.830
C -8.069 -2.586 -3.261
Br -9.864 -2.422 -2.525
H -7.293 -1.193 -1.775
H -6.147 -1.650 -3.052
H -7.685 -3.528 -2.868
H -8.174 -2.664 -4.341
Br 0.149 -0.847 2.810
C -0.676 0.528 3.919
C 0.000 1.861 3.730
Br 1.704 1.930 4.670
H -0.644 0.169 4.946
H -1.714 0.574 3.588
H -0.599 2.659 4.169
H 0.203 2.097 2.688
Br -0.391 -1.308 8.064
C 0.921 -0.108 8.862
C 2.284 -0.298 8.246
Br 3.145 -1.911 8.918
H 0.904 -0.288 9.934
H 0.547 0.896 8.660
H 2.949 0.518 8.529
H 2.259 -0.381 7.162

## Properties
Multiplicity: 1
HOMO, eV: -11.66
LUMO energy, eV: -4.87
Kohn-Sham gap, eV: 6.8
Net charge: +1
E, hartree: -27225.417829

***

No. 4
Density functional theory data (ωB97M-V with the def2-TZVPD basis set) for 2 unconnected molecules or ions with the total composition C4H3NO.

Atoms and positions in Å:
C -1.164 -0.960 -0.529
C -1.373 -0.811 0.622
C 0.776 0.746 0.189
C 1.596 -0.239 -0.008
N 0.098 1.781 0.139
O 2.299 -1.094 0.246
H -1.111 -0.895 -1.592
H -1.100 -0.963 1.634
H -0.022 2.436 -0.702

## Properties
Multiplicity: 1
HOMO, eV: -8.04
LUMO energy, eV: -0.73
Kohn-Sham gap, eV: 7.3
ΔE to the lowest compared entry with this formula, charge and spin, kcal per mole: 109.99
E, hartree: -283.997817

***

No. 5
Density functional theory data (ωB97M-V with the def2-TZVPD basis set) for 2 unconnected molecules or ions with the total composition C10H16.

Atoms and positions in Å:
C -3.023 1.236 -0.037
C -3.949 0.131 -0.477
H -3.318 2.266 0.213
H -2.387 0.888 0.833
H -2.100 1.500 -0.840
H -4.613 -0.047 0.410
H -3.272 -0.697 -0.588
H -4.349 0.025 -1.495
C 1.875 1.297 -0.087
C 3.380 1.412 -0.160
C 1.284 -0.033 0.101
C 0.072 -0.470 -0.608
C 1.911 -0.900 0.967
C -0.538 -1.744 -0.304
C 1.416 -2.183 0.991
C 0.179 -2.645 0.550
H 1.660 2.086 0.716
H 1.448 2.024 -0.924
H 3.556 2.241 -0.930
H -0.207 0.182 -1.394
H 2.801 -0.710 1.500
H -1.529 -1.884 -0.838
H 2.078 -2.774 1.723
H -0.365 -3.548 0.857
H 4.056 0.725 -0.936
H 3.934 1.624 0.758

## Properties
Multiplicity: 1
HOMO, eV: -8.81
LUMO energy, eV: 0.95
Kohn-Sham gap, eV: 9.8
ΔE to the lowest compared entry with this formula, charge and spin, kcal per mole: 76.42
E, hartree: -390.514099

***

No. 6
Density functional theory data (ωB97M-V with the def2-TZVPD basis set) for a molecular structure, C31H20Cl4N5O10W.

Atoms and positions in Å:
W -0.564 -0.355 -0.827
C -2.650 2.279 -3.173
O -1.444 2.023 -2.484
C -0.946 2.964 -1.651
C -1.463 4.242 -1.500
C -0.869 5.130 -0.608
C 0.234 4.745 0.132
C 0.743 3.461 -0.017
C 0.163 2.566 -0.896
N 0.672 1.227 -1.016
N 1.991 1.240 -1.061
C 2.751 0.125 -1.044
C 2.308 -1.212 -0.940
O 1.048 -1.567 -0.906
C 3.267 -2.258 -0.854
C 4.601 -2.020 -0.902
C 5.100 -0.691 -1.035
C 6.484 -0.428 -1.095
C 6.954 0.852 -1.223
C 6.042 1.918 -1.296
C 4.690 1.687 -1.241
C 4.182 0.378 -1.106
H -3.467 2.484 -2.473
H -2.865 1.371 -3.730
H -2.539 3.118 -3.866
H -2.329 4.550 -2.069
H -1.284 6.123 -0.492
H 0.690 5.430 0.834
H 1.593 3.122 0.560
H 2.876 -3.264 -0.758
H 5.306 -2.841 -0.842
H 7.172 -1.264 -1.040
H 8.018 1.043 -1.270
H 6.408 2.931 -1.402
H 3.988 2.506 -1.305
Cl -6.301 2.041 2.100
C -5.205 1.253 1.019
C -5.686 0.401 0.036
Cl -7.382 0.109 -0.120
C -4.791 -0.235 -0.834
Cl -5.331 -1.319 -2.069
C -3.432 -0.012 -0.710
O -2.505 -0.548 -1.482
C -2.945 0.853 0.279
O -1.630 0.992 0.294
C -3.827 1.477 1.144
Cl -3.183 2.534 2.347
N -1.228 -2.780 -1.709
N -1.115 -2.684 -3.096
C -0.882 -1.421 -3.649
O -1.071 -1.239 -4.834
O -0.409 -0.538 -2.814
H -0.658 -3.529 -1.342
H -2.190 -2.834 -1.397
H -1.711 -3.269 -3.660
O 0.394 -0.340 1.212
C -0.331 -1.289 1.596
O -1.204 -1.737 0.793
C -0.174 -1.872 2.960
C 0.813 -1.377 3.809
C 0.968 -1.908 5.080
C 0.144 -2.932 5.514
C -0.832 -3.412 4.653
C -1.004 -2.898 3.383
N -1.708 -4.507 5.108
O -2.527 -4.941 4.326
O -1.560 -4.911 6.246
H 1.443 -0.575 3.447
H 1.734 -1.522 5.739
H 0.238 -3.365 6.499
H -1.774 -3.281 2.728

## Properties
Multiplicity: 3
HOMO (spin up / spin down), eV: -4.07 / -5.48
LUMO energy (spin up / spin down), eV: 1.13 / 1.13
Kohn-Sham gap (spin up / spin down), eV: 5.2 / 6.6
Net charge: -1
ΔE to the lowest compared entry with this formula, charge and spin, kcal per mole: 15.68
E, hartree: -4127.520078

***

No. 7
Density functional theory data (ωB97M-V with the def2-TZVPD basis set) for a single C3H4N4O molecule.

Atoms and positions in Å:
C -1.533 0.356 -0.539
C -1.339 -0.296 0.806
C 0.890 -0.319 -0.054
H -2.360 0.263 -1.417
H -0.859 1.319 -0.682
H -2.209 -1.052 1.005
H -0.872 0.386 1.440
N -0.338 -0.722 -0.403
N 1.933 -1.188 -0.210
N 3.030 -0.531 -0.020
N 1.221 0.909 -0.059
O 2.436 0.876 0.133

## Properties
Multiplicity: 1
HOMO, eV: -9.98
LUMO energy, eV: -0.04
Kohn-Sham gap, eV: 9.9
ΔE to the lowest compared entry with this formula, charge and spin, kcal per mole: 162.20
E, hartree: -410.744802

***

No. 8
Density functional theory data (ωB97M-V with the def2-TZVPD basis set) for a molecular structure, F2LiSr3.

Atoms and positions in Å:
Sr 0.215 0.241 -2.647
Sr 0.817 2.421 1.179
Sr 2.435 -1.668 0.057
Li -1.580 0.401 0.721
F 0.224 0.095 -0.088
F -2.112 -1.490 0.778

## Properties
Multiplicity: 2
HOMO (spin up / spin down), eV: -21.05 / -21.06
LUMO energy (spin up / spin down), eV: -16.23 / -16.90
Kohn-Sham gap (spin up / spin down), eV: 4.8 / 4.2
Net charge: +4
E, hartree: -297.747575

***

No. 9
Density functional theory data (ωB97M-V with the def2-TZVPD basis set) for 9 unconnected molecules or ions with the total composition C29H45B3BrO29P.

Atoms and positions in Å:
C 0.504 3.898 0.905
O 0.216 2.559 1.228
C 0.646 1.590 0.284
C -0.473 1.058 -0.607
C -1.458 2.117 -1.085
C -2.588 1.504 -1.962
B -3.930 2.102 -1.478
O -4.259 3.420 -1.771
B -5.452 3.942 -1.353
O -6.448 3.082 -0.946
B -6.021 1.937 -0.326
P -7.025 1.069 1.131
O -8.554 1.296 0.581
Br -6.823 2.878 2.421
O -4.819 1.382 -0.685
H 1.483 3.980 0.421
H -0.250 4.341 0.241
H 0.513 4.462 1.838
H 1.053 0.758 0.862
H 1.462 1.979 -0.334
H -1.006 0.242 -0.112
H -0.005 0.622 -1.499
H -1.865 2.630 -0.205
H -0.913 2.879 -1.651
H -2.412 1.793 -2.998
H -2.569 0.416 -1.872
H -5.630 5.116 -1.296
H -8.718 0.585 -0.054
C -4.726 -2.117 -1.310
C -5.393 -3.478 -1.189
O -6.704 -3.129 -0.713
C -6.951 -1.852 -1.042
O -7.999 -1.299 -0.892
O -5.856 -1.263 -1.546
H -4.027 -2.039 -2.138
H -4.237 -1.804 -0.388
H -5.501 -3.976 -2.153
H -4.910 -4.140 -0.479
C -2.552 3.197 -6.247
C -1.515 3.158 -7.356
O -0.318 2.834 -6.637
C -0.657 2.213 -5.485
O 0.102 1.675 -4.748
O -1.995 2.289 -5.288
H -3.537 2.853 -6.550
H -2.634 4.183 -5.791
H -1.712 2.361 -8.078
H -1.399 4.107 -7.869
C -0.847 -0.942 2.873
C -1.023 -2.140 3.786
O -1.885 -2.992 3.004
C -1.735 -2.669 1.708
O -2.174 -3.295 0.791
O -1.014 -1.538 1.576
H 0.131 -0.475 2.944
H -1.622 -0.187 3.006
H -0.091 -2.666 3.973
H -1.495 -1.906 4.734
C 4.721 -2.739 5.160
C 3.947 -4.038 5.303
O 2.662 -3.584 5.754
C 2.517 -2.297 5.389
O 1.498 -1.680 5.494
O 3.660 -1.800 4.898
H 5.440 -2.760 4.351
H 5.218 -2.447 6.085
H 3.813 -4.548 4.347
H 4.368 -4.730 6.026
C 9.737 -4.659 4.276
C 8.544 -5.114 5.100
O 7.594 -4.065 4.856
C 7.910 -3.470 3.675
O 7.217 -2.685 3.110
O 9.108 -3.896 3.239
H 10.307 -5.471 3.836
H 10.403 -4.002 4.835
H 8.123 -6.055 4.745
H 8.744 -5.181 6.165
C -2.440 3.687 -12.195
C -0.999 3.645 -11.712
O -0.972 4.717 -10.762
C -2.230 4.940 -10.323
O -2.512 5.640 -9.404
O -3.119 4.237 -11.059
H -2.856 2.714 -12.433
H -2.576 4.362 -13.041
H -0.760 2.715 -11.194
H -0.264 3.828 -12.489
C 1.989 -2.590 -0.450
C 3.449 -3.006 -0.537
O 4.048 -1.873 -1.171
C 3.270 -0.787 -0.946
O 3.574 0.331 -1.195
O 2.092 -1.165 -0.391
H 1.472 -2.953 0.433
H 1.420 -2.863 -1.340
H 3.906 -3.136 0.446
H 3.620 -3.894 -1.140
C 1.493 1.153 8.434
C 2.466 1.121 7.267
O 3.683 0.709 7.907
C 3.372 0.045 9.042
O 4.145 -0.574 9.698
O 2.055 0.177 9.320
H 0.480 0.864 8.170
H 1.479 2.118 8.941
H 2.194 0.373 6.523
H 2.610 2.083 6.784

## Properties
Multiplicity: 1
HOMO, eV: -8.17
LUMO energy, eV: 0.05
Kohn-Sham gap, eV: 8.2
E, hartree: -6304.331003

***

no.,strongest force on any atom (eV/A)
1,0.692
2,3.851
3,2.574
4,4.472
5,5.428
6,0.645
7,7.991
8,3.758
9,0.564